Formula: C5H15NOS
Source: the OMol25 dataset
Level of theory: the ωB97M-V functional and the def2-TZVPD basis

Each line ends with the Mulliken charge.
Cartesian coordinates (Å):
S -0.812 1.339 -1.479  -0.18
N 1.148 -0.051 3.026  -0.35
C -0.974 0.463 -2.995  -0.93
C 1.375 -0.795 4.239  -0.90
C -0.715 -0.006 -0.277  -0.58
C 0.282 -0.672 2.059  -0.58
C 0.260 0.352 0.883  -0.61
H 2.088 0.058 2.626  0.24
H -1.862 -0.179 -3.117  0.38
H -0.070 -0.157 -3.119  0.38
H -0.984 1.231 -3.787  0.16
H 0.472 -0.768 4.872  0.27
H 2.209 -0.338 4.797  0.32
H 1.627 -1.848 4.029  0.32
H -1.720 -0.167 0.159  0.32
H -0.432 -0.927 -0.821  0.35
H 0.789 -1.597 1.724  0.30
H -0.712 -0.957 2.454  0.40
H -0.077 1.314 1.316  0.33
H 1.290 0.497 0.503  0.25
O -1.190 1.216 -6.047  -0.66
H -0.357 1.436 -5.573  0.37
H -1.636 0.554 -5.471  0.38

* gap between HOMO and LUMO: 9.4 eV
* LUMO: 0.77 eV
* energy relative to the best compared isomer or geometry (same formula, charge and spin): 24.0 kcal/mol
* SMILES string: CNCCCSC.O


Formula: C4H7N3
Source: the OMol25 dataset
Level of theory: the ωB97M-V functional and the def2-TZVPD basis

Each line ends with the Mulliken charge.
Cartesian coordinates (Å):
N -2.322 -0.524 0.386  -0.49
C -1.108 0.050 0.071  0.39
C 0.170 -0.536 -0.185  -0.10
C 1.278 -0.060 0.592  -0.54
N 2.409 -0.711 0.328  -0.22
C 0.331 1.369 -0.890  -0.58
N -0.911 1.329 -0.182  -0.04
H -3.105 -0.245 -0.192  0.24
H -2.272 -1.525 0.519  0.24
H 0.212 -1.500 -0.716  0.27
H 3.253 -0.463 0.821  0.23
H 2.522 -1.418 -0.399  0.18
H 0.958 2.129 -0.383  0.17
H -1.415 2.106 0.230  0.24

* gap between HOMO and LUMO: 7.9 eV
* LUMO: 0.87 eV
* energy relative to the best compared isomer or geometry (same formula, charge and spin): 126.5 kcal/mol


Formula: C3H9N2S
Source: the OMol25 dataset
Level of theory: the ωB97M-V functional and the def2-TZVPD basis

Each line ends with the Mulliken charge.
Cartesian coordinates (Å):
C -0.864 0.338 -0.877  -0.57
C -2.366 0.641 -0.812  -0.47
C -1.412 -1.458 0.458  -0.05
N 2.266 -0.228 0.215  -0.85
N -0.462 -0.673 0.107  -0.17
S -3.023 -0.791 0.122  -0.03
H -0.549 -0.011 -1.850  0.31
H -0.338 1.258 -0.602  0.34
H -2.546 1.610 -0.470  0.38
H -2.808 0.543 -1.776  0.34
H -1.466 -2.430 0.836  0.41
H 2.761 -0.781 -0.542  0.29
H 1.906 0.743 -0.098  0.32
H 0.795 -0.653 0.332  0.51
H 2.805 -0.146 1.031  0.25

* gap between HOMO and LUMO: 9.7 eV
* LUMO: -3.88 eV
* energy relative to the best compared isomer or geometry (same formula, charge and spin): 24.3 kcal/mol
* total charge: +1